Here is a single C32H36N2O3 molecule from the OMol25 dataset. Energies are from ωB97M-V with the def2-TZVPD basis set.

HOMO energy: -6.79 eV
Energy above the lowest of the compared OMol25 structures with the same formula, charge and spin: 0.5327 eV
E_LUMO: 0.497 eV
Calculated total energy: -1576.18339 a.u.
Structure (SMILES): CCOC(=O)[C@@H](C(=O)c1ccccc1)C(c1ccc2c(c1)CCCN2C)c1ccc2c(c1)CCCN2C

The geometry in ORCA input format:
```
! RIJCOSX wB97M-V def2-TZVPD def2/J DEFGRID3
* xyz 0 1
C -3.6085 2.7956 3.3620
C -2.1387 2.5831 3.5754
O -1.6375 1.8193 2.4359
C -0.3220 1.9997 2.2588
O 0.3327 2.7185 3.0031
C 0.3347 1.3332 1.0283
C 1.7861 1.4276 1.4958
O 2.2722 0.6823 2.3289
C 2.6297 2.4588 0.7936
C 2.3653 2.8602 -0.5321
C 3.3407 3.5313 -1.2658
C 4.5568 3.8689 -0.6671
C 4.7793 3.5614 0.6846
C 3.8270 2.8534 1.4108
C -0.1299 -0.0088 0.6474
C 0.9327 -1.0138 0.1820
C 0.5819 -2.3794 0.2503
C 1.4478 -3.3714 -0.1782
C 2.7961 -3.0262 -0.4482
C 3.1969 -1.6751 -0.2886
C 2.2130 -0.6858 -0.2740
C 4.6315 -1.3153 -0.1113
C 5.4869 -2.5559 0.1663
C 5.1393 -3.6881 -0.7963
N 3.7159 -3.9529 -0.8388
C 3.2897 -5.1710 -1.4945
C -1.3263 0.0044 -0.3235
C -1.5182 -0.9375 -1.3603
C -2.7556 -1.0757 -1.9655
C -3.8524 -0.2937 -1.5267
C -3.6083 0.7986 -0.6517
C -2.3192 0.9808 -0.1623
C -4.7326 1.6572 -0.1768
C -6.0620 0.9049 -0.1923
C -6.2750 0.1798 -1.5127
N -5.1214 -0.6024 -1.9017
C -5.3724 -1.6575 -2.8564
H -4.0468 3.2844 4.2353
H -3.7821 3.4608 2.5025
H -4.1373 1.8509 3.2014
H -1.5972 3.5344 3.6214
H -1.9328 1.9804 4.4722
H 0.1382 2.0323 0.2079
H 1.4133 2.6256 -1.0108
H 3.1342 3.7726 -2.3104
H 5.3276 4.3633 -1.2604
H 5.7125 3.8658 1.1627
H 4.0017 2.5806 2.4553
H -0.5042 -0.4518 1.5966
H -0.4154 -2.6455 0.6084
H 1.1271 -4.4135 -0.2412
H 2.5014 0.3320 -0.5667
H 4.7089 -0.6203 0.7413
H 4.9937 -0.7688 -0.9975
H 5.3206 -2.8881 1.2020
H 6.5441 -2.3070 0.0573
H 5.6470 -4.6188 -0.5038
H 5.4925 -3.4303 -1.8116
H 2.3342 -5.0185 -2.0135
H 4.0428 -5.4787 -2.2320
H 3.1486 -5.9892 -0.7711
H -0.6988 -1.5791 -1.6907
H -2.9116 -1.8375 -2.7299
H -2.1280 1.8778 0.4121
H -4.5208 2.0045 0.8428
H -4.8229 2.5600 -0.8014
H -6.8962 1.5925 -0.0349
H -6.0792 0.1677 0.6211
H -6.5247 0.9064 -2.3095
H -7.1163 -0.5225 -1.4464
H -4.8363 -2.5718 -2.5727
H -6.4441 -1.8709 -2.8537
H -5.0694 -1.3881 -3.8806
*
```

Löwdin population analysis, charges in e, atoms 1 to 4: atom 1 (C): -0.077, atom 2 (C): -0.193, atom 3 (O): -0.017, atom 4 (C): -0.395